{
  "formula": "C3H8OSi",
  "method": "the ωB97M-V functional and the def2-TZVPD basis",
  "de_lowest_ev": 3.524,
  "homo_energy_ev": -9.6073,
  "smiles": "C=C[C@@H](O)[SiH3]",
  "e_tot_ha": -483.7131,
  "e_lumo_ev": 0.8,
  "multiplicity": 1,
  "species": ["C", "C", "C", "O", "Si", "H", "H", "H", "H", "H", "H", "H", "H"],
  "xyz": [[-1.5537, -0.5602, 0.7396], [-1.1099, -0.3803, -0.4667], [0.1682, 0.2574, -0.7261], [-0.0985, 1.8407, -0.2047], [1.6172, -0.3175, 0.4553], [-2.2647, -1.3653, 0.7429], [-1.0568, -0.0388, 1.4837], [-1.5981, -0.7484, -1.2949], [0.3768, 0.3251, -1.8216], [-0.2784, 2.3916, -0.9406], [3.1005, 0.3059, 0.1015], [1.5062, -1.7854, 0.0912], [1.1912, 0.0752, 1.8405]],
  "nbo_charge": [-0.3736, -0.2201, -0.3079, -0.7966, 0.8283, 0.2139, 0.2102, 0.1950, 0.2131, 0.4609, -0.1298, -0.1559, -0.1375]
}

{
  "formula": "C20H24AgN7O3S3",
  "method": "the ωB97M-V functional and the def2-TZVPD basis",
  "de_lowest_ev": 0.089,
  "homo_energy_ev": -7.9784,
  "e_tot_ha": -2727.0555,
  "e_lumo_ev": -0.4,
  "multiplicity": 1,
  "species": ["Ag", "S", "C", "N", "C", "C", "N", "C", "C", "C", "C", "C", "C", "C", "C", "S", "C", "C", "C", "C", "C", "C", "C", "H", "H", "H", "H", "H", "H", "H", "H", "H", "H", "H", "H", "H", "H", "H", "H", "H", "H", "C", "S", "O", "O", "O", "H", "H", "H", "N", "N", "N", "C", "N", "N", "H", "H", "H"],
  "xyz": [[2.3828, 0.8039, 0.9621], [0.2115, 2.2100, 1.9614], [-0.4920, 0.9554, 1.1132], [-1.2133, 1.1148, 0.0112], [-1.9056, -0.0177, -0.5834], [-2.4891, -0.8420, 0.5301], [-1.4066, -1.2787, 1.4076], [-1.4814, -2.6360, 1.9571], [-0.8668, -3.6896, 1.0633], [0.3795, -4.2253, 1.3671], [0.9585, -5.1771, 0.5394], [0.2998, -5.5998, -0.6045], [-0.9530, -5.0841, -0.9072], [-1.5347, -4.1432, -0.0718], [-0.3586, -0.4846, 1.6171], [1.0305, -0.9746, 2.3846], [-1.2043, 2.3400, -0.7822], [-2.5592, 3.0031, -0.7926], [-3.1777, 3.3306, -1.9914], [-4.4237, 3.9469, -1.9961], [-5.0602, 4.2321, -0.7991], [-4.4469, 3.9038, 0.4045], [-3.2034, 3.2942, 0.4085], [-1.2048, -0.5994, -1.1894], [-2.7023, 0.3741, -1.2156], [-2.9700, -1.7241, 0.1158], [-3.2344, -0.2750, 1.0972], [-2.5418, -2.8434, 2.1142], [-0.9830, -2.6322, 2.9245], [0.9049, -3.8795, 2.2472], [1.9326, -5.5796, 0.7845], [0.7570, -6.3341, -1.2547], [-1.4826, -5.4226, -1.7883], [-2.5282, -3.7791, -0.3056], [-0.9004, 2.0595, -1.7935], [-0.4446, 2.9953, -0.3643], [-2.6823, 3.1037, -2.9285], [-4.8970, 4.1988, -2.9363], [-6.0313, 4.7096, -0.8014], [-4.9387, 4.1308, 1.3418], [-2.7147, 3.0493, 1.3450], [1.5890, -2.3019, -1.6647], [2.2457, -0.6560, -1.7071], [2.5715, -0.3627, -3.0817], [1.1660, 0.1840, -1.1526], [3.3906, -0.6637, -0.7848], [0.7225, -2.3351, -2.3226], [1.3059, -2.5236, -0.6374], [2.3537, -2.9919, -2.0126], [6.7535, 4.2741, 1.3294], [6.0201, 3.1166, 1.1092], [6.5831, 1.9952, 0.7233], [5.5364, 1.1814, 0.6996], [4.4170, 1.8079, 1.0839], [4.7415, 3.0551, 1.3338], [7.1316, 4.5732, 0.4368], [6.0921, 4.9596, 1.6771], [5.5553, 0.1540, 0.3788]],
  "nbo_charge": [0.8394, -0.1616, 0.0896, -0.3700, -0.2369, -0.2218, -0.3821, -0.2338, -0.0738, -0.1877, -0.2048, -0.2027, -0.2262, -0.1587, 0.0956, -0.1560, -0.2500, -0.0577, -0.2071, -0.2067, -0.2131, -0.2224, -0.1579, 0.2433, 0.2308, 0.2222, 0.2126, 0.2122, 0.2418, 0.2310, 0.2200, 0.2184, 0.2162, 0.1911, 0.2314, 0.2600, 0.2142, 0.2156, 0.2151, 0.2148, 0.2148, -0.9023, 2.4156, -0.9869, -1.0971, -1.0689, 0.2267, 0.2330, 0.2377, -0.5986, 0.1598, -0.2515, 0.1375, -0.3646, -0.0518, 0.3784, 0.3852, 0.2487]
}

{
  "formula": "C3H8NO2",
  "method": "the ωB97M-V functional and the def2-TZVPD basis",
  "de_lowest_ev": 7.146,
  "homo_energy_ev": [-13.2178, -13.2186],
  "total_charge": 1,
  "e_tot_ha": -323.8647,
  "e_lumo_ev": [-4.3, -4.3],
  "multiplicity": 1,
  "species": ["C", "C", "C", "N", "O", "O", "H", "H", "H", "H", "H", "H", "H", "H"],
  "xyz": [[2.4797, 0.5737, -0.2804], [0.6891, 0.3966, -0.4652], [-1.7028, -0.0903, -0.5711], [-0.3432, -0.6170, -0.4066], [1.4851, 0.5727, 0.6071], [1.7484, 0.2321, -1.3069], [-0.8537, 0.5520, 2.8490], [3.4762, 0.8363, -0.0701], [-0.7463, -0.0075, 2.2439], [-1.6671, 0.0704, -1.7464], [-2.4093, -1.0398, -0.4338], [-1.8829, 0.8361, -0.0719], [0.0284, -1.3852, -0.9438], [-0.3016, -0.9301, 0.5962]],
  "nbo_charge": [0.4576, 0.3426, -0.4244, -0.5500, -0.3715, -0.3592, 0.1121, 0.2395, -0.1111, 0.2411, 0.2492, 0.2678, 0.4565, 0.4498]
}

{
  "formula": "CH8NS",
  "method": "the ωB97M-V functional and the def2-TZVPD basis",
  "de_lowest_ev": 1.267,
  "homo_energy_ev": [-22.3815, -23.2804],
  "total_charge": 2,
  "e_tot_ha": -495.0261,
  "e_lumo_ev": [-9.1, -14.3],
  "multiplicity": 2,
  "species": ["N", "H", "H", "H", "H", "C", "S", "H", "H", "H", "H"],
  "xyz": [[-1.5441, 0.0820, -1.2027], [-1.3440, -0.6270, -1.9019], [-0.6781, -0.0518, -0.4899], [-2.3497, 0.0129, -0.6937], [-1.3628, 1.0011, -1.7646], [1.2280, -0.4990, 1.3211], [1.3559, 0.4346, -0.3190], [0.4540, -1.3137, 1.3862], [1.0056, 0.1410, 2.1848], [2.2216, -0.8939, 1.2913], [1.0136, 1.7138, 0.1884]],
  "nbo_charge": [-0.8472, 0.4726, 0.3986, 0.4677, 0.4859, -0.7352, 0.6078, 0.3134, 0.3036, 0.3082, 0.2245]
}

{
  "formula": "C46H58AlClO8",
  "method": "the ωB97M-V functional and the def2-TZVPD basis",
  "homo_energy_ev": -7.8353,
  "e_tot_ha": -3092.2077,
  "e_lumo_ev": 0.5,
  "multiplicity": 1,
  "species": ["Al", "C", "O", "C", "C", "C", "C", "C", "C", "C", "C", "C", "C", "C", "C", "C", "C", "C", "C", "C", "C", "C", "C", "C", "C", "C", "C", "C", "C", "C", "C", "C", "C", "O", "C", "C", "C", "C", "C", "O", "C", "C", "C", "C", "C", "C", "O", "C", "C", "C", "C", "H", "H", "H", "H", "H", "H", "H", "H", "H", "H", "H", "H", "H", "H", "H", "H", "H", "H", "H", "H", "H", "H", "H", "H", "H", "H", "H", "H", "H", "H", "H", "H", "H", "H", "H", "H", "H", "H", "H", "H", "H", "H", "H", "H", "H", "H", "H", "H", "H", "H", "H", "H", "H", "H", "H", "H", "H", "H", "O", "Cl", "O", "O", "O"],
  "xyz": [[1.6701, 1.2161, -2.3183], [0.3086, 3.9841, -3.1640], [0.4134, 2.8544, -2.2792], [-0.6158, 2.7414, -1.3217], [-0.3912, 3.1936, -0.0306], [0.9314, 3.7748, 0.4197], [1.7426, 2.7898, 1.2315], [1.9738, 2.9403, 2.5888], [2.7713, 2.0495, 3.3106], [3.3776, 1.0158, 2.6035], [3.1669, 0.8353, 1.2399], [3.8638, -0.2436, 0.4425], [2.9177, -1.3347, -0.0095], [2.4899, -2.2822, 0.9079], [1.5938, -3.2961, 0.5771], [1.1181, -3.3275, -0.7270], [1.5126, -2.3961, -1.6834], [0.8897, -2.4600, -3.0625], [-0.5062, -1.8794, -3.0702], [-1.6344, -2.6829, -3.1047], [-2.9262, -2.1554, -3.1122], [-3.0458, -0.7699, -3.1107], [-1.9343, 0.0667, -3.0764], [-2.0703, 1.5726, -3.0725], [-1.8234, 2.1564, -1.6962], [-2.8227, 2.0647, -0.7405], [-2.6525, 2.5155, 0.5670], [-1.4235, 3.0688, 0.8958], [-3.7984, 2.3839, 1.5682], [-5.0125, 3.1680, 1.0501], [-4.1721, 0.9024, 1.7171], [-3.4240, 2.9284, 2.9467], [-0.6625, -0.4935, -3.0322], [0.4104, 0.2956, -2.9794], [-4.1300, -3.0974, -3.1472], [-4.0870, -3.9329, -4.4351], [-5.4565, -2.3378, -3.1119], [-4.0815, -4.0344, -1.9328], [2.4232, -1.4185, -1.3075], [2.8448, -0.4730, -2.2674], [3.9256, -0.8989, -3.1183], [1.1719, -4.3098, 1.6390], [0.2091, -5.3609, 1.0842], [2.4175, -5.0300, 2.1744], [0.4734, -3.5720, 2.7901], [2.3047, 1.6965, 0.5744], [2.0266, 1.4875, -0.7068], [2.9622, 2.2530, 4.8138], [1.5940, 2.2043, 5.5093], [3.8486, 1.1722, 5.4340], [3.6146, 3.6180, 5.0729], [-0.7322, 4.2947, -3.2222], [0.6628, 3.6768, -4.1450], [0.9267, 4.7967, -2.7881], [0.7421, 4.6605, 1.0282], [1.5199, 4.0802, -0.4461], [1.5257, 3.7912, 3.0928], [4.0467, 0.3284, 3.1072], [4.6446, -0.6862, 1.0631], [4.3434, 0.2165, -0.4226], [2.8731, -2.2044, 1.9203], [0.3993, -4.0785, -1.0297], [0.8349, -3.5028, -3.3781], [1.5039, -1.9231, -3.7852], [-1.4927, -3.7591, -3.1306], [-4.0249, -0.3071, -3.1377], [-3.0818, 1.8321, -3.3882], [-1.3754, 1.9948, -3.7985], [-3.7586, 1.6017, -1.0359], [-1.2263, 3.4141, 1.9029], [-5.3637, 2.7776, 0.0936], [-4.7608, 4.2217, 0.9141], [-5.8360, 3.1007, 1.7650], [-4.5024, 0.4745, 0.7691], [-4.9840, 0.7896, 2.4394], [-3.3155, 0.3229, 2.0676], [-3.1713, 3.9899, 2.9038], [-2.5789, 2.3865, 3.3771], [-4.2728, 2.8148, 3.6235], [-4.0971, -3.2832, -5.3125], [-4.9531, -4.5975, -4.4877], [-3.1862, -4.5472, -4.4815], [-5.5676, -1.6822, -3.9780], [-5.5486, -1.7355, -2.2051], [-6.2833, -3.0505, -3.1267], [-3.1806, -4.6502, -1.9365], [-4.9456, -4.7035, -1.9356], [-4.0931, -3.4599, -1.0039], [3.9669, -1.9856, -3.1164], [4.8609, -0.4809, -2.7513], [3.7280, -0.5338, -4.1236], [0.6609, -5.9262, 0.2664], [-0.7181, -4.9086, 0.7259], [-0.0492, -6.0666, 1.8759], [2.9454, -5.5387, 1.3650], [2.1279, -5.7766, 2.9177], [3.1127, -4.3356, 2.6483], [-0.4183, -3.0550, 2.4292], [1.1299, -2.8300, 3.2475], [0.1713, -4.2813, 3.5643], [1.1100, 1.2408, 5.3344], [0.9292, 2.9867, 5.1397], [1.7103, 2.3414, 6.5875], [3.4279, 0.1756, 5.2838], [3.9300, 1.3427, 6.5092], [4.8574, 1.1906, 5.0161], [2.9893, 4.4358, 4.7116], [4.5800, 3.6837, 4.5672], [3.7754, 3.7641, 6.1440], [4.7115, 1.9836, -2.3414], [3.8949, 2.8420, -3.1335], [4.5457, 3.2929, -4.3067], [2.7052, 1.9780, -3.6235], [3.3269, 3.9030, -2.3701]],
  "nbo_charge": [2.1273, -0.2455, -0.6064, 0.3119, -0.0512, -0.4382, -0.0602, -0.2045, -0.0292, -0.2100, -0.0712, -0.4362, -0.0365, -0.2352, 0.0990, -0.1815, -0.0766, -0.4313, -0.0631, -0.2034, -0.0278, -0.2096, -0.0745, -0.4316, -0.0646, -0.1616, -0.0031, -0.1675, -0.0840, -0.5944, -0.5954, -0.6062, 0.3890, -0.9744, -0.0576, -0.5980, -0.6078, -0.5984, 0.3130, -0.6086, -0.2468, -0.1102, -0.6071, -0.5952, -0.5959, 0.3960, -0.9845, -0.0574, -0.5979, -0.6078, -0.5984, 0.1954, 0.2078, 0.2052, 0.2203, 0.2395, 0.2010, 0.2068, 0.2204, 0.2384, 0.2098, 0.2067, 0.2210, 0.2263, 0.2008, 0.2066, 0.2207, 0.2257, 0.2015, 0.2090, 0.2064, 0.2116, 0.2074, 0.2071, 0.2067, 0.2147, 0.2096, 0.2128, 0.2125, 0.2118, 0.2042, 0.2058, 0.2090, 0.2083, 0.2109, 0.2046, 0.2048, 0.2117, 0.1967, 0.2079, 0.2064, 0.2092, 0.2115, 0.2130, 0.2112, 0.2074, 0.2074, 0.2139, 0.2091, 0.2066, 0.2107, 0.2051, 0.2038, 0.2080, 0.2101, 0.2094, 0.2057, 0.2127, 0.2035, -0.7931, 2.5459, -0.7667, -0.9764, -0.7918]
}

{
  "formula": "C2H2FHgO",
  "method": "the ωB97M-V functional and the def2-TZVPD basis",
  "de_lowest_ev": 0.012,
  "homo_energy_ev": [-7.0928, -9.4870],
  "e_tot_ha": -405.7588,
  "e_lumo_ev": [-0.7, -0.7],
  "multiplicity": 2,
  "species": ["O", "C", "C", "H", "F", "Hg", "H"],
  "xyz": [[0.5632, -0.5572, -0.8044], [-0.5187, -0.4014, -0.3889], [-1.6745, -0.1769, 0.2057], [-2.0424, -0.8367, 0.9893], [-2.4968, 0.7882, -0.2445], [2.7725, -0.0327, -0.6063], [3.3966, 1.2168, 0.8492]],
  "nbo_charge": [-0.5128, 0.6503, -0.0685, 0.2220, -0.3031, 0.3782, -0.3661]
}

no.,strongest force on any atom (eV/Å)
1,4.6
2,0.4
3,6.4
4,7.1
5,0.4
6,3.0